Record 1
Computed, not measured: an isolated molecule of C5H6O2 at a distorted geometry, with the ωB97M-V functional and the def2-TZVPD basis.

**Relative energy (zero: lowest compared OMol25 entry of this formula, charge and spin)**: 627.4 kJ/mol
**HOMO-LUMO gap**: 9.464 eV
**Electronic energy**: -344.36296 hartree
**LUMO energy**: 0.0231 Eh
**Highest occupied orbital energy**: -8.8 eV

The geometry in XYZ format:
```
13
C5H6O2 the ωB97M-V functional and the def2-TZVPD basis
C -1.968 1.772 0.244
C -1.932 0.629 -0.096
C -1.003 -1.408 0.288
C 1.037 -0.283 0.511
C 2.108 0.277 -0.333
O -1.948 -0.642 -0.394
O 0.243 -1.050 -0.310
H -1.924 2.848 0.071
H -0.923 -1.213 1.474
H -1.082 -2.516 -0.007
H 2.914 0.889 0.280
H 1.625 0.984 -0.943
H 2.852 -0.289 -0.784
```

Record 2
Computed, not measured: an isolated molecule of C21H24N4O4S2 at a distorted geometry, with the ωB97M-V functional and the def2-TZVPD basis.

**Relative energy (zero: lowest compared OMol25 entry of this formula, charge and spin)**: 171.8 kJ/mol
**HOMO-LUMO gap**: 8.899 eV
**Electronic energy**: -2130.98348 hartree
**SMILES**: CCCCOc1cccc(C(=O)Nc2ccc(S(=O)(=O)Nc3nnc(CC)s3)cc2)c1
**LUMO energy**: -0.0006 Eh
**Highest occupied orbital energy**: -8.9 eV

The geometry in XYZ format:
```
55
C21H24N4O4S2 the ωB97M-V functional and the def2-TZVPD basis
C -1.241 0.074 3.608
C -2.472 -0.688 3.135
C -2.183 -1.541 1.902
C -3.429 -2.312 1.455
O -4.442 -1.473 0.937
C -4.369 -1.035 -0.343
C -5.422 -0.215 -0.763
C -5.480 0.247 -2.061
C -4.490 -0.090 -2.971
C -3.423 -0.873 -2.553
C -2.380 -1.283 -3.528
O -2.624 -1.698 -4.638
N -1.076 -1.259 -3.074
C -0.532 -0.574 -1.998
C 0.595 -1.100 -1.359
C 1.172 -0.430 -0.298
C 0.637 0.775 0.112
S 1.418 1.709 1.407
O 2.244 0.862 2.207
O 0.470 2.579 2.025
N 2.408 2.748 0.499
C 3.694 2.466 0.162
N 4.562 3.342 -0.216
N 5.740 2.812 -0.527
C 5.810 1.542 -0.407
C 7.020 0.726 -0.664
C 7.546 0.100 0.628
S 4.291 0.823 0.160
C -0.472 1.317 -0.511
C -1.060 0.647 -1.564
C -3.363 -1.352 -1.247
H -1.460 0.608 4.529
H -0.916 0.801 2.868
H -0.415 -0.607 3.796
H -3.274 0.014 2.902
H -2.824 -1.340 3.939
H -1.834 -0.898 1.090
H -1.393 -2.259 2.128
H -3.891 -2.792 2.322
H -3.170 -3.094 0.730
H -6.192 0.029 -0.048
H -6.307 0.867 -2.371
H -4.530 0.252 -3.993
H -0.429 -1.782 -3.652
H 1.009 -2.038 -1.698
H 2.026 -0.833 0.223
H 2.184 3.729 0.552
H 6.777 -0.063 -1.379
H 7.775 1.379 -1.103
H 6.788 -0.541 1.074
H 7.809 0.876 1.342
H 8.430 -0.497 0.421
H -0.859 2.259 -0.159
H -1.917 1.069 -2.064
H -2.538 -1.986 -0.961
```

Record 3
Computed, not measured: a cluster of 8 separate species, C25H51NO17S3 in total at a distorted geometry, with the ωB97M-V functional and the def2-TZVPD basis.

**Relative energy (zero: lowest compared OMol25 entry of this formula, charge and spin)**: 0.0 kJ/mol
**HOMO-LUMO gap**: 9.387 eV
**Electronic energy**: -3511.41141 hartree
**SMILES**: O=S1(=O)OCCO1.O=S1(=O)OCCO1.O=S1(=O)OCCO1.CNC(C)=O.C1CCOC1.C1CCOC1.C1CCOC1.C1CCOC1
**LUMO energy**: 0.0041 Eh
**Highest occupied orbital energy**: -9.3 eV

The geometry in XYZ format:
```
97
C25H51NO17S3 the ωB97M-V functional and the def2-TZVPD basis
O -2.639 -17.756 1.234
S -1.715 -17.152 0.334
O -1.720 -15.728 0.243
O -0.221 -17.642 0.601
C -0.018 -18.907 -0.006
C -0.664 -18.661 -1.396
O -1.808 -17.844 -1.134
H 1.029 -19.196 0.005
H -0.629 -19.709 0.419
H -0.907 -19.606 -1.871
H 0.067 -18.104 -1.982
O 4.472 -13.646 0.172
S 5.096 -13.503 1.449
O 4.254 -13.196 2.575
O 6.001 -14.826 1.712
C 7.389 -14.513 1.949
C 7.577 -13.240 1.172
O 6.385 -12.496 1.433
H 7.546 -14.416 3.021
H 7.957 -15.350 1.549
H 7.749 -13.320 0.096
H 8.373 -12.580 1.522
O 10.462 -16.116 0.050
S 9.678 -17.281 -0.245
O 9.053 -18.009 0.834
O 8.513 -16.988 -1.279
C 9.065 -16.912 -2.612
C 10.130 -18.034 -2.601
O 10.477 -18.257 -1.231
H 8.235 -17.100 -3.288
H 9.415 -15.887 -2.735
H 11.024 -17.763 -3.158
H 9.675 -18.931 -3.017
C 2.853 -16.733 1.369
N 3.894 -16.650 0.350
C 4.262 -17.634 -0.482
C 5.376 -17.347 -1.433
O 3.576 -18.660 -0.604
H 3.426 -16.561 2.283
H 2.263 -17.637 1.336
H 2.185 -15.882 1.230
H 4.426 -15.797 0.260
H 5.139 -17.542 -2.474
H 6.198 -18.001 -1.122
H 5.831 -16.356 -1.361
C 6.736 -22.284 -3.740
C 6.481 -21.799 -2.315
C 7.710 -20.890 -1.968
O 8.525 -20.969 -3.123
C 7.752 -21.287 -4.266
H 5.838 -22.150 -4.356
H 6.977 -23.332 -3.906
H 6.430 -22.560 -1.534
H 5.488 -21.353 -2.335
H 8.315 -21.178 -1.108
H 7.388 -19.865 -1.732
H 8.420 -21.788 -4.971
H 7.400 -20.342 -4.694
C 5.156 -18.924 3.707
C 5.879 -20.046 4.426
C 7.319 -19.705 4.157
O 7.356 -18.275 4.324
C 6.083 -17.709 3.937
H 4.129 -18.742 4.026
H 5.119 -19.147 2.640
H 5.590 -21.008 3.981
H 5.640 -20.225 5.474
H 7.660 -19.911 3.139
H 7.986 -20.083 4.931
H 6.209 -17.217 2.967
H 5.834 -16.969 4.694
C 4.018 -22.456 0.706
C 3.295 -22.414 -0.628
C 1.866 -22.052 -0.254
O 1.965 -21.235 0.905
C 3.236 -21.406 1.516
H 5.084 -22.240 0.700
H 3.844 -23.415 1.204
H 3.453 -23.272 -1.276
H 3.692 -21.499 -1.083
H 1.215 -22.924 -0.098
H 1.320 -21.498 -1.024
H 3.239 -21.701 2.570
H 3.735 -20.433 1.528
C 2.622 -14.146 6.268
C 3.393 -15.307 5.679
C 2.336 -16.355 5.378
O 1.108 -15.636 5.301
C 1.331 -14.236 5.442
H 3.067 -13.163 6.118
H 2.321 -14.340 7.298
H 4.265 -15.495 6.309
H 3.815 -14.984 4.718
H 2.381 -17.125 6.158
H 2.530 -16.874 4.437
H 0.506 -13.772 5.983
H 1.422 -13.790 4.446
```

> What is the HOMO-LUMO gap in the first record?

9.464 eV